(1)
Computed, not measured: one molecule with the formula C7H12S at a distorted geometry, with ωB97M-V/def2-TZVPD.

Properties
relative energy (zero: lowest compared OMol25 entry of this formula, charge and spin)	687.31	kJ/mol
HOMO level	-0.294	Ha
frontier orbital gap	8.55	eV
E	-671.8551	Eh
LUMO level	0.56	eV

Positions of all 20 atoms, in Å:
1 C 0.8246 -1.0741 -1.8475
2 C 2.2596 -1.6892 0.1570
3 C 0.7153 -0.3457 -2.9287
4 C -0.4949 0.9040 -0.7167
5 C 0.6842 0.3738 -1.5562
6 C -0.4436 0.3787 0.7693
7 C -1.6511 0.7680 1.5735
8 S 1.2714 -2.4287 -0.8023
9 H 3.1124 -1.3097 -0.4073
10 H 2.4290 -2.1585 1.0796
11 H 0.5543 -0.3866 -3.9967
12 H -0.5140 -0.7483 0.9528
13 H -0.1332 2.0045 -0.6205
14 H -1.3963 0.8228 -1.2951
15 H 1.6916 0.8796 -1.3651
16 H 0.5380 0.7361 1.2798
17 H -2.6197 0.2567 1.2733
18 H -1.8195 1.8684 1.4038
19 H -1.4822 0.3281 2.5943
20 H 1.9572 -2.9920 -1.9501

Löwdin population analysis, charges in e, atoms 1 to 4: -0.455 -0.503 0.047 -0.170

=====

(2)
Computed, not measured: one molecule with the formula C7H12S at a distorted geometry, with ωB97M-V/def2-TZVPD.

Properties
relative energy (zero: lowest compared OMol25 entry of this formula, charge and spin)	217.17	kJ/mol
HOMO level	-0.307	Ha
frontier orbital gap	9.20	eV
SMILES string	C1C[C@H]2CSC[C@@H]1C2
E	-672.0342	Eh
LUMO level	0.84	eV

Positions of all 20 atoms, in Å:
1 C -1.3736 0.7537 -0.9415
2 C -1.1270 -0.7875 -1.0804
3 C -0.7063 -1.2355 0.2972
4 C 0.8909 -1.3455 0.4251
5 S 1.6539 0.0234 -0.3547
6 C 0.8032 1.4316 0.2640
7 C -0.7640 1.1914 0.4606
8 C -1.0893 -0.0553 1.2747
9 H -0.8279 1.2636 -1.7122
10 H -2.4781 0.9271 -0.9830
11 H -0.4966 -1.2114 -1.7498
12 H -2.1977 -1.2334 -1.0629
13 H -1.0518 -2.2410 0.6690
14 H 1.2277 -2.0923 -0.4842
15 H 1.2443 -1.6446 1.5025
16 H 1.1965 2.0768 1.1805
17 H 0.9859 2.1656 -0.6843
18 H -1.0927 2.2012 0.9002
19 H -0.5371 -0.1075 2.2503
20 H -2.2385 -0.1961 1.6512

Löwdin population analysis, charges in e, atoms 1 to 4: -0.147 -0.184 -0.381 -0.494

=====

(3)
Computed, not measured: C7H13AlBr2F4NOP as an isolated structure at a distorted geometry, with ωB97M-V/def2-TZVPD.

Properties
HOMO level	-0.370	Ha
frontier orbital gap	9.36	eV
E	-6536.0499	Eh
LUMO level	-0.71	eV

Positions of all 30 atoms, in Å:
1 C 1.2129 3.1777 -0.7751
2 C 0.5022 3.2366 0.5489
3 Br 1.3205 4.3178 1.8231
4 C -0.6078 2.5470 0.8415
5 Br -1.4937 2.5420 2.4745
6 P -1.3949 1.5199 -0.3797
7 C -0.4784 0.1205 -1.0686
8 C 0.2274 -0.6482 0.0590
9 O 0.0674 -0.2595 1.1979
10 N 0.9008 -1.7781 -0.3185
11 C 1.4632 -2.4849 0.8439
12 C 1.9074 -1.5295 -1.3776
13 H 1.9549 3.9671 -0.8485
14 H 1.7213 2.2161 -0.8897
15 H 0.5079 3.3036 -1.6016
16 H -1.6466 2.3529 -1.4724
17 H -2.6318 1.1155 0.0932
18 H 0.1904 0.4803 -1.8542
19 H -1.1999 -0.5444 -1.5569
20 H 0.6621 -2.7206 1.5409
21 H 2.2366 -1.8923 1.3413
22 H 1.9019 -3.4187 0.4898
23 H 1.4248 -1.3679 -2.3416
24 H 2.5403 -0.6632 -1.1555
25 H 2.5419 -2.4089 -1.4504
26 F -2.0700 -2.5014 2.6887
27 Al -2.7842 -2.2774 1.1984
28 F -1.7610 -2.8254 -0.0193
29 F -2.9281 -0.5967 0.8822
30 F -4.2877 -2.9796 1.0864

Löwdin population analysis, charges in e, atoms 1 to 4: -0.134 -0.840 0.819 -0.966

=====

(4)
Computed, not measured: one molecule with the formula C7H13B at a distorted geometry, with ωB97M-V/def2-TZVPD.

Properties
relative energy (zero: lowest compared OMol25 entry of this formula, charge and spin)	33.84	kJ/mol
HOMO level	-0.324	Ha
frontier orbital gap	9.42	eV
SMILES string	C=C1CB(C)[C@H](C)C1
E	-299.2948	Eh
LUMO level	0.60	eV

Positions of all 21 atoms, in Å:
1 C -2.7955 0.6427 -0.2895
2 C -1.5410 0.3926 0.0887
3 C -0.4479 1.4524 -0.0139
4 B 0.9171 0.6252 0.1387
5 C 2.3544 1.1089 -0.1257
6 C 0.4782 -0.9474 0.5249
7 C 0.7781 -1.9687 -0.5950
8 C -1.0353 -0.7759 0.7726
9 H -3.5785 -0.1068 -0.3654
10 H -3.1649 1.6325 -0.5567
11 H -0.5595 2.3411 -0.7806
12 H -0.2774 2.0625 0.9183
13 H 3.2355 0.2695 0.1498
14 H 2.7662 2.0698 0.3569
15 H 2.3145 1.3065 -1.1788
16 H 0.9960 -1.3260 1.4921
17 H 1.7419 -2.3851 -0.7932
18 H 0.5765 -1.5904 -1.6220
19 H 0.2038 -2.8336 -0.5333
20 H -1.2119 -0.4709 1.9126
21 H -1.7500 -1.4992 0.4995

Löwdin population analysis, charges in e, atoms 1 to 4: 0.039 -0.383 -0.073 -0.299

=====

(5)
Computed, not measured: C7H13BF4O4SeV as an isolated structure, with ωB97M-V/def2-TZVPD.

Properties
2S+1	2
relative energy (zero: lowest compared OMol25 entry of this formula, charge and spin)	0.00	kJ/mol
HOMO level (spin up / spin down)	0.010 / 0.007	Ha
frontier orbital gap (spin up / spin down)	5.07 / 5.13	eV
charge	-2
E	-4345.5909	Eh
LUMO level (spin up / spin down)	5.33 / 5.32	eV

Positions of all 31 atoms, in Å:
1 V -1.2317 -1.4862 -1.4016
2 C -2.9766 -0.8613 1.6197
3 C -1.4591 -0.8926 1.4887
4 C -0.7710 -0.2629 2.6837
5 O -1.1462 -0.1543 0.2865
6 C -1.0354 -2.3728 1.2999
7 O -0.9038 -3.0860 2.2857
8 O -0.9067 -2.7557 0.0746
9 H -3.3027 0.1637 1.8094
10 H -3.2863 -1.5026 2.4460
11 H -3.4390 -1.2084 0.6930
12 H -1.1076 0.7682 2.8071
13 H 0.3113 -0.2496 2.5573
14 H -1.0103 -0.8405 3.5749
15 H -0.3021 0.3225 0.3990
16 F 1.2168 1.2982 0.6513
17 B 1.9956 2.3229 1.2782
18 F 1.7561 2.2951 2.6599
19 F 1.6269 3.5661 0.7444
20 F 3.3522 2.0677 1.0136
21 C 0.7986 1.1312 -3.4415
22 C 1.1820 0.0879 -2.4392
23 C 2.5821 -0.0425 -1.9254
24 O 0.2951 -0.6798 -2.0051
25 H 1.6081 1.3308 -4.1490
26 H 0.5577 2.0776 -2.9412
27 H -0.0934 0.8034 -3.9781
28 H 3.3038 0.3488 -2.6464
29 H 2.8044 -1.0946 -1.7291
30 H 2.7114 0.5067 -0.9876
31 Se -3.1301 -1.6010 -2.7287

Löwdin population analysis, charges in e, atoms 1 to 4: 0.306 -0.014 -0.506 -0.014

=====

(6)
Computed, not measured: a 2-piece molecular cluster, C7H13BO overall at a distorted geometry, with ωB97M-V/def2-TZVPD.

Properties
relative energy (zero: lowest compared OMol25 entry of this formula, charge and spin)	162.60	kJ/mol
HOMO level	-0.335	Ha
frontier orbital gap	9.64	eV
SMILES string	C=C1COC1.CB1CC1
E	-374.4187	Eh
LUMO level	0.51	eV

Positions of all 22 atoms, in Å:
1 C 1.5491 -0.2516 -1.6498
2 C 1.7835 -1.3856 -0.9825
3 C 2.8588 -2.4272 -1.1041
4 O 2.5678 -2.8735 0.2226
5 C 1.4622 -1.9563 0.3670
6 H 0.7842 0.4203 -1.4860
7 H 2.0643 -0.0179 -2.4763
8 H 2.6243 -3.1704 -2.0264
9 H 3.8092 -2.0923 -1.1732
10 H 1.6331 -1.1984 1.3267
11 H 0.3843 -2.3448 0.4449
12 C -3.1437 2.3484 1.8012
13 B -2.0339 1.5610 1.0183
14 C -0.6831 1.6497 0.2197
15 C -1.6513 0.4728 -0.0558
16 H -3.2198 2.0539 2.8347
17 H -4.1061 2.1220 1.2245
18 H -2.9265 3.4236 1.9636
19 H 0.1456 1.5154 0.8953
20 H -0.5068 2.3093 -0.5437
21 H -2.2402 0.4205 -0.8845
22 H -1.1549 -0.5788 0.0638

Löwdin population analysis, charges in e, atoms 1 to 4: 0.095 -0.256 -0.153 -0.109

=====

Question: What is the E in the fourth record?
Answer: -299.2948 Eh

=====

Question: Which of these has the highest E?
Answer: C7H13B